7 unconnected molecules or ions with the total composition C2H18O8, computed with ωB97M-V/def2-TZVPD.

Geometry as ORCA input:
```
! wB97M-V def2-TZVPD RIJCOSX def2/J DEFGRID3
* xyz 0 1
O -0.111 3.184 0.278
C -0.389 3.874 -0.876
C 0.334 3.203 -2.098
O 1.732 3.378 -2.026
H 0.843 3.150 0.376
H -1.469 3.733 -0.822
H -0.234 4.953 -0.859
H -0.028 3.671 -3.014
H 0.238 2.118 -2.150
H 2.079 3.699 -2.862
O -0.712 -4.480 3.591
H 0.103 -4.543 4.090
H -0.732 -5.278 3.063
O 2.207 0.357 0.002
H 2.031 1.132 -0.530
H 3.133 0.430 0.234
O -0.949 -2.018 -0.150
H -1.698 -2.331 0.358
H -0.709 -1.188 0.262
O -1.675 -0.537 -4.074
H -1.576 -1.146 -3.343
H -1.611 0.331 -3.674
O -2.865 -2.016 4.824
H -2.486 -2.715 4.292
H -2.124 -1.655 5.310
O 2.415 -3.432 -0.151
H 2.737 -2.678 0.342
H 1.519 -3.197 -0.392
*
```

Calculated values
HOMO-LUMO gap = 10.8 eV
Structure (SMILES) = OCCO.O.O.O.O.O.O
Relative energy (zero: lowest compared OMol25 entry of this formula, charge and spin) = 19.3 kcal per mole

A molecular structure, C2H19O10Zn2, computed with ωB97M-V/def2-TZVPD.

Geometry as ORCA input:
```
! wB97M-V def2-TZVPD RIJCOSX def2/J DEFGRID3
* xyz 3 1
Zn -8.453 -3.446 -13.701
Zn -8.980 -0.986 -8.995
C -8.079 -4.689 -9.562
C -8.125 -3.566 -10.533
O -8.240 -2.358 -9.992
O -7.991 -3.783 -11.733
H -7.578 -4.430 -8.633
H -7.751 -5.635 -9.979
H -9.130 -4.872 -9.274
O -5.028 -6.488 -11.009
H -5.170 -5.844 -11.708
H -5.782 -7.086 -11.064
O -10.114 -4.659 -13.565
H -10.358 -5.219 -14.318
H -10.858 -4.765 -12.932
O -10.098 -6.820 -7.888
H -9.227 -7.162 -8.128
H -10.718 -7.357 -8.394
O -9.530 -1.762 -13.513
H -9.710 -1.235 -12.730
H -10.060 -1.363 -14.225
O -8.060 -4.069 -5.677
H -7.150 -3.837 -5.897
H -8.611 -3.524 -6.244
O -11.944 -4.406 -11.359
H -12.007 -5.059 -10.648
H -11.954 -3.556 -10.913
O -7.798 -8.364 -9.744
H -7.114 -8.995 -10.002
H -8.326 -8.244 -10.540
O -7.320 -4.929 -14.408
H -7.153 -5.863 -14.210
H -6.674 -4.696 -15.097
*
```

Calculated values
HOMO-LUMO gap = 3.1 eV
Relative energy (zero: lowest compared OMol25 entry of this formula, charge and spin) = 0.0 kcal per mole

A molecular structure, C2H20MgO10Pt, computed with ωB97M-V/def2-TZVPD.

Geometry as ORCA input:
```
! wB97M-V def2-TZVPD RIJCOSX def2/J DEFGRID3
* xyz 2 3
Pt 3.579 1.421 1.375
Mg 2.215 -1.906 1.067
O 1.925 0.055 0.704
C 0.598 0.132 0.183
C 0.045 -1.194 -0.381
O 0.581 -2.430 0.017
H 0.613 0.957 -0.529
H -0.007 0.477 1.033
H 0.061 -1.283 -1.489
H -1.038 -1.316 -0.224
O -0.876 2.759 3.084
H -1.399 2.084 2.619
H -1.426 2.984 3.844
O 0.864 4.336 -0.406
H 0.323 3.689 0.065
H 1.740 3.939 -0.468
O -2.434 0.367 2.697
H -2.951 -0.269 3.211
H -2.399 -0.009 1.812
O 1.093 -5.661 -1.111
H 1.055 -4.703 -1.160
H 1.241 -5.948 -2.022
O 2.274 2.675 2.427
H 2.612 3.533 2.733
H 1.320 2.684 2.658
O -1.477 -2.621 -4.605
H -1.327 -3.566 -4.475
H -1.397 -2.232 -3.731
O -3.426 -1.581 -0.327
H -2.623 -1.807 0.144
H -3.155 -0.999 -1.052
O 1.232 1.494 -2.793
H 0.540 2.128 -2.555
H 2.024 1.812 -2.345
*
```

Calculated values
HOMO-LUMO gap (alpha / beta) = 5.8 / 4.3 eV

8 unconnected molecules or ions with the total composition C2H20N2O8, computed with ωB97M-V/def2-TZVPD.

Geometry as ORCA input:
```
! wB97M-V def2-TZVPD RIJCOSX def2/J DEFGRID3
* xyz 0 1
N 1.022 0.482 -2.458
C 2.044 -0.127 -1.621
N 1.544 -1.124 -0.716
C 1.409 -0.842 0.583
O 1.531 0.269 1.103
H 0.098 0.059 -2.399
H 0.920 1.470 -2.392
H 2.563 0.748 -1.210
H 2.822 -0.602 -2.298
H 1.171 -2.017 -1.185
H 1.158 -1.767 1.145
O -1.703 -1.786 1.185
H -2.619 -2.054 1.030
H -1.780 -0.797 1.086
O -2.214 -1.042 -1.849
H -2.862 -0.568 -2.388
H -2.106 -0.439 -1.102
O -0.245 -2.890 -1.274
H -0.767 -3.460 -0.697
H -0.912 -2.396 -1.787
O -1.873 0.872 1.439
H -1.083 0.922 1.979
H -2.327 1.690 1.231
O -0.342 -0.293 3.018
H 0.427 -0.020 2.494
H -0.802 -1.057 2.658
O -1.201 3.086 0.096
H -0.932 3.873 0.577
H -0.386 2.747 -0.308
O 1.544 2.815 0.174
H 2.414 3.220 0.143
H 1.687 1.851 0.218
*
```

Calculated values
HOMO-LUMO gap = 9.6 eV
Structure (SMILES) = NCNC=O.O.O.O.O.O.O.O
Relative energy (zero: lowest compared OMol25 entry of this formula, charge and spin) = 14.0 kcal per mole

8 unconnected molecules or ions with the total composition C2H20O8, computed with ωB97M-V/def2-TZVPD.

Geometry as ORCA input:
```
! wB97M-V def2-TZVPD RIJCOSX def2/J DEFGRID3
* xyz 0 1
C 2.022 0.572 -1.983
C 2.110 -0.952 -1.864
O 2.013 -1.278 -0.462
H 1.025 0.912 -1.704
H 2.201 0.858 -3.020
H 2.780 1.096 -1.400
H 3.037 -1.358 -2.270
H 1.372 -1.457 -2.488
H 2.700 -1.914 -0.252
O -0.782 -0.634 4.579
H -0.642 -0.519 3.640
H 0.075 -0.470 4.972
O 0.296 3.133 0.249
H 0.933 3.493 0.867
H -0.450 3.730 0.298
O -1.350 0.225 0.253
H -0.673 -0.099 0.847
H -0.888 0.821 -0.336
O -2.561 -2.367 -0.889
H -1.972 -2.293 -1.639
H -2.526 -1.507 -0.470
O -2.963 1.652 2.584
H -2.219 1.514 1.998
H -2.618 2.208 3.283
O 0.623 -0.861 1.855
H 1.107 -0.949 1.034
H 1.271 -1.042 2.536
O -1.482 -1.098 -3.173
H -1.057 -1.260 -4.015
H -1.382 -0.156 -3.031
*
```

Calculated values
HOMO-LUMO gap = 10.1 eV
Structure (SMILES) = CCO.O.O.O.O.O.O.O
Relative energy (zero: lowest compared OMol25 entry of this formula, charge and spin) = 17.5 kcal per mole

8 unconnected molecules or ions with the total composition C2H20O8, computed with ωB97M-V/def2-TZVPD.

Geometry as ORCA input:
```
! wB97M-V def2-TZVPD RIJCOSX def2/J DEFGRID3
* xyz 0 1
C -3.066 -0.183 2.156
O -3.344 -1.444 1.542
H -3.184 -0.251 3.239
H -2.041 0.111 1.944
H -3.740 0.595 1.792
H -4.270 -1.649 1.691
C 0.963 2.674 -1.726
O 1.673 2.891 -2.956
H 0.416 1.732 -1.748
H 1.656 2.712 -0.887
H 0.150 3.385 -1.549
H 1.679 3.850 -3.025
O 0.484 -0.180 0.188
H -0.186 -0.848 -0.069
H 1.280 -0.699 0.445
O 0.912 -3.411 -0.983
H 0.129 -2.835 -0.904
H 1.502 -3.137 -0.271
O -0.397 2.302 1.244
H -1.251 2.363 0.805
H 0.033 1.512 0.852
O 2.418 -1.735 1.392
H 3.265 -1.323 1.609
H 2.094 -2.096 2.227
O -1.541 -1.949 -0.581
H -2.102 -1.984 -1.364
H -2.160 -1.901 0.176
O 3.257 0.406 -1.705
H 2.495 -0.030 -1.304
H 2.874 1.122 -2.229
*
```

Calculated values
HOMO-LUMO gap = 10.7 eV
Structure (SMILES) = CO.CO.O.O.O.O.O.O
Relative energy (zero: lowest compared OMol25 entry of this formula, charge and spin) = 19.0 kcal per mole

8 unconnected molecules or ions with the total composition C2H20O8, computed with ωB97M-V/def2-TZVPD.

Geometry as ORCA input:
```
! wB97M-V def2-TZVPD RIJCOSX def2/J DEFGRID3
* xyz 0 1
C -14.629 13.997 14.976
O -14.010 15.224 14.644
H -14.278 13.223 14.301
H -14.420 13.672 16.003
H -15.723 14.073 14.915
H -14.008 15.810 15.404
C -20.048 13.224 18.907
O -20.198 14.471 19.584
H -19.120 13.215 18.321
H -20.010 12.429 19.648
H -20.885 13.036 18.230
H -20.302 15.137 18.888
O -20.737 11.678 13.540
H -20.170 12.159 14.164
H -21.556 12.179 13.511
O -18.890 13.060 15.195
H -18.644 13.973 15.381
H -18.086 12.547 15.330
O -20.335 16.143 17.275
H -20.382 17.088 17.111
H -19.721 15.798 16.613
O -17.175 10.719 16.510
H -16.848 11.518 16.935
H -17.285 10.093 17.233
O -18.018 15.879 15.469
H -17.509 16.540 15.949
H -17.814 16.030 14.538
O -16.608 9.291 14.094
H -16.727 9.723 14.953
H -15.730 9.547 13.801
*
```

Calculated values
HOMO-LUMO gap = 9.4 eV
Structure (SMILES) = CO.CO.O.O.O.O.O.O
Relative energy (zero: lowest compared OMol25 entry of this formula, charge and spin) = 30.8 kcal per mole

10 unconnected molecules or ions with the total composition C2H23O10, computed with ωB97M-V/def2-TZVPD.

Geometry as ORCA input:
```
! wB97M-V def2-TZVPD RIJCOSX def2/J DEFGRID3
* xyz -1 1
O -20.279 -23.386 42.026
H -20.962 -22.965 41.367
H -20.517 -23.423 42.959
H -19.453 -22.940 42.023
C -18.038 -21.146 41.386
O -17.654 -22.396 41.741
H -17.107 -20.394 41.677
H -18.914 -20.772 41.993
H -18.161 -21.076 40.255
C -21.685 -21.305 40.005
O -22.087 -22.549 40.394
H -22.426 -21.098 39.133
H -20.602 -21.467 39.728
H -21.530 -20.675 40.731
O -22.539 -22.448 36.325
H -21.780 -22.407 36.944
H -22.082 -22.502 35.443
O -24.027 -19.892 36.765
H -23.544 -20.787 36.620
H -23.900 -19.785 37.761
O -21.705 -18.287 41.575
H -21.903 -19.088 40.977
H -22.433 -18.067 42.221
O -24.348 -21.367 41.203
H -23.482 -21.665 40.870
H -24.974 -22.150 41.230
O -25.244 -19.265 39.365
H -25.170 -18.305 39.685
H -24.761 -19.709 40.121
O -19.344 -22.461 37.851
H -19.914 -22.403 38.714
H -18.787 -23.118 38.314
O -22.811 -24.461 38.606
H -23.760 -24.164 38.526
H -22.464 -23.677 39.244
*
```

Calculated values
HOMO-LUMO gap = 6.6 eV
Relative energy (zero: lowest compared OMol25 entry of this formula, charge and spin) = 134.4 kcal per mole

13 unconnected molecules or ions with the total composition C2H24F6NO16S2, computed with ωB97M-V/def2-TZVPD.

Geometry as ORCA input:
```
! wB97M-V def2-TZVPD RIJCOSX def2/J DEFGRID3
* xyz 0 2
C -14.845 17.917 17.282
F -15.409 18.660 18.245
F -15.385 16.739 17.144
F -14.890 18.482 16.034
S -12.942 17.588 17.766
O -12.716 16.137 17.824
O -12.052 18.165 16.742
N -12.731 18.524 19.220
S -12.748 17.394 20.277
O -13.865 16.440 20.210
O -11.421 16.823 20.511
C -13.093 18.598 21.820
F -14.350 18.886 21.735
F -12.823 17.961 23.008
F -12.371 19.714 21.913
O -11.222 13.762 22.199
H -10.393 13.363 22.462
H -10.973 14.447 21.579
O -16.333 19.733 23.800
H -16.527 20.669 23.854
H -16.403 19.526 22.868
O -13.536 21.006 19.356
H -13.009 21.499 18.727
H -13.230 20.103 19.270
O -11.911 21.972 23.514
H -12.173 21.267 22.923
H -12.294 22.762 23.131
O -17.386 19.485 21.105
H -16.625 19.332 20.545
H -18.016 18.813 20.845
O -11.667 20.184 14.958
H -11.595 19.349 15.419
H -11.257 20.819 15.547
O -16.058 22.102 17.969
H -16.625 21.356 17.778
H -15.585 21.848 18.762
O -10.620 19.810 18.709
H -11.459 19.365 18.834
H -10.852 20.650 18.312
O -14.321 18.787 25.434
H -14.685 19.063 24.592
H -14.993 19.022 26.074
O -12.305 12.903 16.667
H -12.764 13.680 16.348
H -11.466 12.915 16.206
O -16.376 16.937 20.659
H -16.460 16.232 21.301
H -15.470 16.878 20.356
O -9.741 16.888 17.827
H -10.469 17.447 18.097
H -9.350 16.588 18.648
*
```

Calculated values
HOMO-LUMO gap (alpha / beta) = 9.5 / 2.6 eV
Relative energy (zero: lowest compared OMol25 entry of this formula, charge and spin) = 38.5 kcal per mole

11 unconnected molecules or ions with the total composition C2H26NO11, computed with ωB97M-V/def2-TZVPD.

Geometry as ORCA input:
```
! wB97M-V def2-TZVPD RIJCOSX def2/J DEFGRID3
* xyz -1 1
C -1.679 -1.439 0.915
N -1.533 0.095 0.911
C -0.187 0.443 0.310
O -0.193 0.355 -1.036
H -2.738 -1.533 1.275
H -1.179 -1.995 1.783
H -1.370 -1.940 0.000
H -2.333 0.580 0.426
H 0.595 -0.156 0.725
H 0.179 1.498 0.576
H -0.026 -1.342 -1.402
H 1.499 -1.748 -1.322
O 0.623 -2.071 -1.441
H 1.757 -3.492 1.060
H 0.683 -2.423 0.665
O 1.287 -2.696 1.294
H -1.586 1.333 -1.432
H -1.662 2.497 -2.247
O -2.205 2.041 -1.596
H -2.062 2.157 1.530
H -2.351 2.578 0.098
O -2.393 2.840 1.021
H 3.554 -1.072 -0.198
H 2.916 -1.976 0.930
O 3.687 -1.960 0.300
H 1.642 -0.812 3.337
H 1.646 -0.336 1.841
O 1.859 -0.055 2.782
H -0.227 1.424 -3.276
H 0.504 2.490 -2.366
O -0.159 2.318 -3.092
H 1.342 0.168 -1.462
H 2.095 0.045 -2.678
O 2.281 0.216 -1.769
H 0.048 2.009 3.223
H 1.409 1.498 3.149
O 0.921 2.243 3.419
H -1.646 -0.972 -1.664
H -2.673 0.045 -2.257
O -2.329 -0.856 -2.330
*
```

Calculated values
HOMO-LUMO gap = 8.8 eV
Relative energy (zero: lowest compared OMol25 entry of this formula, charge and spin) = 40.6 kcal per mole

11 unconnected molecules or ions with the total composition C2H26O10S2, computed with ωB97M-V/def2-TZVPD.

Geometry as ORCA input:
```
! wB97M-V def2-TZVPD RIJCOSX def2/J DEFGRID3
* xyz 1 2
C 0.706 4.185 -0.001
S -0.393 3.156 -1.122
S -0.399 1.178 -0.669
C 1.359 0.403 -0.637
H 0.128 4.958 0.580
H 1.509 3.682 0.531
H 1.385 4.784 -0.693
H 1.485 -0.019 -1.669
H 2.103 1.168 -0.211
H 1.325 -0.585 -0.112
H -0.230 -2.659 2.675
H -0.816 -2.028 1.313
O -0.293 -1.847 2.093
H -3.813 -1.882 -1.574
H -4.301 -2.663 -0.335
O -3.847 -2.761 -1.171
H 0.803 2.040 3.422
H 2.362 1.870 3.591
O 1.549 2.184 3.984
H -0.929 -1.104 -3.621
H -2.391 -1.946 -3.968
O -1.835 -1.119 -4.026
H 4.614 0.122 1.598
H 3.498 0.821 2.380
O 4.491 0.823 2.273
H -0.882 0.847 3.635
H -0.796 -0.093 2.461
O -0.411 0.722 2.886
H 1.724 -0.546 -4.401
H 0.558 -1.304 -4.851
O 0.907 -0.874 -4.116
H -2.235 -2.944 -0.660
H -0.746 -3.106 -0.997
O -1.297 -2.930 -0.246
H -4.177 0.681 -1.833
H -2.888 -0.160 -2.174
O -3.626 -0.047 -1.646
H 1.303 -1.081 2.024
H 2.241 -1.177 3.067
O 2.251 -0.752 2.219
*
```

Calculated values
HOMO-LUMO gap (alpha / beta) = 9.0 / 5.6 eV

11 unconnected molecules or ions with the total composition C2H27N2O10, computed with ωB97M-V/def2-TZVPD.

Geometry as ORCA input:
```
! wB97M-V def2-TZVPD RIJCOSX def2/J DEFGRID3
* xyz 1 1
C 1.121 1.189 0.356
N 0.126 0.378 1.018
C 0.479 -0.469 1.976
N -0.455 -1.253 2.513
H 2.013 0.555 0.303
H 1.425 2.046 0.937
H 0.924 1.537 -0.671
H -0.832 0.458 0.598
H 1.454 -0.167 2.360
H -1.362 -1.328 2.094
H -0.407 -1.778 3.353
H 1.715 1.161 -3.394
H 1.255 -0.221 -2.951
O 2.064 0.316 -3.090
H -1.125 -0.105 -4.069
H -1.661 -0.679 -2.713
O -0.957 -0.125 -3.121
H 4.189 -0.786 -1.366
H 2.841 0.145 -1.521
O 3.282 -0.637 -1.083
H -3.126 0.376 1.069
H -2.898 -1.047 0.171
O -2.639 -0.413 0.841
H -0.674 -2.740 0.102
H -1.044 -4.208 0.117
O -1.384 -3.356 -0.168
H -1.041 3.168 -1.581
H -1.666 1.712 -1.505
O -1.070 2.344 -1.096
H 1.888 -1.703 -0.631
H 1.764 -3.087 -0.104
O 1.217 -2.307 -0.251
H 1.128 4.505 1.833
H -0.414 4.638 1.983
O 0.324 4.018 2.027
H -2.354 -2.528 -1.433
H -3.163 -2.145 -2.728
O -2.730 -1.794 -1.940
H 0.684 2.007 3.375
H 0.391 1.209 4.650
O 0.719 1.114 3.744
*
```

Calculated values
HOMO-LUMO gap = 10.7 eV
Relative energy (zero: lowest compared OMol25 entry of this formula, charge and spin) = 0.0 kcal per mole